# 1
{"formula": "C32H35IN6PPd", "method": "ωB97M-V with the def2-TZVPD basis set", "e_homo_ha": -0.578, "e_lumo_ev": -9.853, "spin_multiplicity": 1, "e_above_lowest_kcal_mol": 0.0, "homo_lumo_gap_ev": 5.881, "total_charge": 3, "species": ["Pd", "C", "C", "N", "C", "C", "N", "C", "C", "C", "C", "C", "N", "C", "C", "N", "C", "C", "N", "C", "C", "C", "N", "C", "C", "H", "H", "H", "H", "H", "H", "H", "H", "H", "H", "H", "H", "I", "C", "C", "C", "C", "P", "C", "C", "C", "C", "C", "C", "C", "C", "C", "C", "H", "H", "H", "H", "H", "H", "H", "H", "H", "H", "H", "H", "H", "H", "H", "H", "H", "H", "H", "H", "H", "H", "H"], "positions_angstrom": [[-0.11747, -0.55887, 0.69870], [-1.66308, -3.83870, 3.17552], [-0.75661, -3.00554, 2.52776], [-1.17122, -1.96919, 1.80106], [-2.51226, -1.74229, 1.75799], [-3.38734, -2.60070, 2.40456], [-2.96833, -3.64757, 3.09882], [-2.92773, -0.50166, 1.07025], [-4.21193, -0.03389, 0.93047], [-4.43751, 1.22302, 0.33848], [-3.32415, 1.94780, -0.08739], [-2.05279, 1.42636, 0.07566], [-1.88918, 0.22899, 0.62763], [-0.78420, 2.02203, -0.36968], [-0.70288, 3.32424, -0.76148], [0.35990, 3.77866, -1.46403], [1.36192, 2.97127, -1.54349], [1.43469, 1.70963, -0.84177], [0.27939, 1.14131, -0.43676], [-5.80563, 1.74654, 0.17761], [-6.80026, 1.43511, 1.10013], [-8.07012, 1.96348, 0.90948], [-8.38406, 2.73985, -0.11920], [-7.43779, 3.03241, -1.00184], [-6.13368, 2.56901, -0.89662], [-1.30908, -4.67417, 3.76651], [0.30399, -3.18170, 2.61898], [-4.45629, -2.43007, 2.36483], [-5.04804, -0.63324, 1.26095], [-3.44316, 2.92026, -0.54292], [-1.52038, 4.01810, -0.62561], [2.22415, 3.25837, -2.13712], [2.14991, 1.03362, -1.29302], [-6.60142, 0.83402, 1.97790], [-8.86363, 1.75363, 1.61652], [-7.73077, 3.66353, -1.83224], [-5.41448, 2.82201, -1.66473], [2.10547, -2.38835, 0.67043], [5.91948, 0.59831, 0.53666], [5.19104, -0.72600, 0.82304], [5.21185, -1.04168, 2.31236], [5.83211, -1.86382, 0.02222], [3.50691, -0.43956, 0.07831], [2.73898, 0.75594, 1.25090], [2.65437, 2.07331, 0.71148], [2.09876, 3.10790, 1.49988], [1.56912, 2.83567, 2.74068], [1.61019, 1.53748, 3.23506], [2.17453, 0.50290, 2.48709], [0.72446, -2.56808, -4.24099], [1.77336, -2.12545, -5.14215], [0.53753, -3.99092, -3.98951], [-0.20093, -1.59773, -3.65261], [6.98162, 0.44801, 0.73669], [5.57641, 1.40047, 1.19141], [5.83169, 0.91430, -0.50636], [6.24995, -1.15289, 2.63094], [4.70390, -1.98169, 2.53863], [4.77242, -0.24425, 2.91098], [6.87122, -1.97932, 0.33330], [5.83037, -1.66077, -1.05073], [5.33297, -2.81861, 0.20411], [3.49584, 2.37264, 0.09192], [2.06689, 4.11464, 1.10104], [1.14156, 3.63058, 3.33680], [1.21876, 1.32243, 4.22071], [2.20841, -0.49009, 2.92006], [2.58628, -2.83589, -5.27302], [2.11099, -1.10837, -4.94786], [1.24637, -2.06590, -6.11722], [1.48840, -4.46080, -3.71890], [0.28866, -4.45194, -4.95983], [-0.24900, -4.21914, -3.27656], [-0.06584, -0.58303, -4.01671], [-0.09787, -1.61735, -2.55114], [-1.22570, -1.94863, -3.82300]]}



# 2
{"formula": "C32H35MgN5O3SSi", "method": "ωB97M-V with the def2-TZVPD basis set", "e_homo_ha": [0.021, 0.002], "e_lumo_ev": [4.142, 4.139], "spin_multiplicity": 1, "homo_lumo_gap_ev": [3.584, 4.084], "total_charge": -2, "species": ["Mg", "O", "C", "O", "C", "C", "C", "C", "C", "C", "N", "C", "C", "C", "C", "C", "C", "N", "H", "H", "H", "H", "H", "H", "H", "H", "H", "H", "N", "N", "C", "N", "S", "H", "H", "H", "H", "H", "C", "Si", "C", "C", "O", "H", "H", "H", "H", "H", "H", "H", "H", "H", "C", "C", "C", "C", "C", "C", "C", "C", "C", "C", "C", "C", "C", "C", "C", "H", "H", "H", "H", "H", "H", "H", "H", "H", "H", "H"], "positions_angstrom": [[0.74806, 0.67644, -0.28816], [-0.23456, 6.93266, 4.88506], [-0.39956, 6.62358, 3.58349], [-0.82558, 7.44352, 2.78519], [-0.03391, 5.23191, 3.17445], [0.44133, 4.23947, 4.04199], [0.75687, 2.95585, 3.55834], [0.60495, 2.63555, 2.20712], [0.12909, 3.63339, 1.35101], [-0.18673, 4.91210, 1.82021], [0.88052, 1.40189, 1.60664], [1.33003, 0.35946, 2.23106], [1.62810, -0.96870, 1.59394], [2.10614, -1.98024, 2.42214], [2.39137, -3.22251, 1.85909], [2.19254, -3.41700, 0.49660], [1.71382, -2.35759, -0.25580], [1.42801, -1.14358, 0.25776], [0.11818, 6.24554, 5.46955], [0.58280, 4.40807, 5.10267], [1.12085, 2.22255, 4.26945], [0.00181, 3.40534, 0.29386], [-0.55484, 5.65459, 1.11336], [1.52902, 0.38694, 3.31462], [2.25824, -1.81997, 3.48359], [2.76602, -4.03339, 2.47809], [2.40556, -4.37277, 0.02993], [1.54195, -2.45956, -1.32377], [1.38649, 1.60358, -1.98846], [2.68745, 1.98434, -2.25665], [3.53955, 1.73969, -1.21940], [4.80333, 2.19485, -1.38825], [3.04636, 0.94726, 0.15046], [0.92708, 0.95886, -2.85402], [0.61383, 2.47176, -2.14666], [2.88592, 2.79332, -2.83906], [5.17482, 2.25377, -2.32582], [5.46421, 1.91727, -0.67144], [-2.28919, 2.70349, -2.61076], [-1.90856, 2.71036, -0.77004], [-3.15179, 1.59986, 0.09865], [-2.12324, 4.46263, -0.12459], [-0.36461, 2.17703, -0.49571], [-3.30853, 3.05543, -2.79501], [-2.19521, 1.69315, -3.01934], [-1.59717, 3.35772, -3.14910], [-4.17268, 1.94970, -0.08076], [-2.97473, 1.59501, 1.17823], [-3.07130, 0.57210, -0.26747], [-3.14231, 4.81770, -0.30433], [-1.42858, 5.14442, -0.62400], [-1.93010, 4.50267, 0.95149], [-0.07275, -0.45104, -1.90292], [-0.36404, -1.73697, -1.69056], [-0.64992, -2.99840, -1.48227], [-2.04781, -3.34586, -1.09160], [-2.77454, -2.56326, -0.17919], [-4.08158, -2.90833, 0.17507], [-4.68001, -4.03862, -0.37628], [-3.97394, -4.82510, -1.28294], [-2.66732, -4.48133, -1.63896], [0.44059, -4.00385, -1.64979], [0.55052, -5.07591, -0.74919], [1.56214, -6.02920, -0.89094], [2.47896, -5.92396, -1.93366], [2.38591, -4.86653, -2.83516], [1.37423, -3.91256, -2.69541], [-2.33298, -1.67823, 0.27550], [-4.63177, -2.29259, 0.88242], [-5.69734, -4.30494, -0.10091], [-4.44052, -5.70571, -1.71725], [-2.14145, -5.10787, -2.35704], [-0.14671, -5.17691, 0.08071], [1.63510, -6.85185, -0.18398], [3.26736, -6.66442, -2.04277], [3.10156, -4.78207, -3.64941], [1.32479, -3.10293, -3.42156], [-0.72965, 0.02895, 0.44866]]}



# 3
{"formula": "C32H35N3O4", "method": "ωB97M-V with the def2-TZVPD basis set", "e_homo_ha": -0.257, "e_lumo_ev": -2.178, "spin_multiplicity": 1, "e_above_lowest_kcal_mol": 76.5, "homo_lumo_gap_ev": 4.819, "species": ["C", "N", "C", "O", "C", "C", "C", "C", "C", "C", "C", "C", "N", "C", "C", "C", "C", "C", "C", "C", "C", "C", "C", "C", "C", "C", "C", "H", "H", "H", "H", "H", "H", "H", "H", "H", "H", "H", "H", "H", "H", "H", "H", "H", "H", "H", "H", "H", "H", "H", "H", "H", "H", "H", "H", "H", "C", "C", "O", "C", "C", "C", "C", "C", "C", "N", "O", "O", "H", "H", "H", "H", "H", "H"], "positions_angstrom": [[2.70651, -2.45246, -0.25827], [2.02627, -2.03873, 0.94698], [2.76122, -1.82449, 2.09092], [3.93198, -2.14845, 2.25183], [1.85713, -1.10206, 3.06761], [2.33784, 0.33230, 3.29088], [2.49545, 1.06034, 1.97633], [3.67658, 0.93904, 1.23399], [3.78449, 1.53684, -0.02085], [2.74282, 2.33567, -0.51241], [1.57228, 2.48464, 0.23914], [1.47745, 1.88020, 1.49132], [0.55637, -1.19234, 2.41605], [-0.45158, -0.41622, 2.84704], [-1.55040, -0.05846, 2.08312], [-2.77916, 0.14634, 2.71773], [-4.04306, 0.06744, 2.03512], [-5.23703, -0.14403, 2.77067], [-6.35549, -0.67397, 2.13905], [-6.36504, -0.84758, 0.74781], [-5.25497, -0.44674, -0.00965], [-4.12048, 0.06225, 0.61907], [0.58289, -1.91811, 1.12831], [-0.17440, -3.31246, 1.07224], [0.45259, -4.24958, 2.10625], [-0.06761, -3.85671, -0.34980], [-1.66027, -3.16322, 1.36732], [3.56439, -1.79050, -0.44376], [3.07235, -3.48647, -0.16721], [2.02152, -2.37729, -1.10357], [1.81534, -1.67060, 4.00661], [1.65590, 0.87107, 3.95468], [3.31752, 0.26234, 3.78463], [4.50362, 0.34987, 1.64264], [4.69158, 1.37810, -0.60859], [2.84538, 2.83396, -1.47795], [0.73443, 3.07975, -0.13212], [0.59458, 2.04508, 2.10935], [-0.36512, -0.07344, 3.88227], [-1.44000, 0.02184, 0.99547], [-2.80767, 0.02883, 3.81431], [-5.22746, 0.09570, 3.83419], [-7.23600, -0.92014, 2.73117], [-7.25079, -1.24647, 0.24977], [-5.28414, -0.50323, -1.09489], [-3.26962, 0.44217, 0.04250], [0.18271, -1.28120, 0.31659], [0.29673, -3.86393, 3.12302], [-0.04176, -5.22952, 2.04263], [1.52854, -4.39671, 1.93523], [-0.37438, -3.08414, -1.07240], [0.93967, -4.20689, -0.60046], [-0.75363, -4.70905, -0.47244], [-2.14972, -2.49272, 0.64726], [-2.12755, -4.15604, 1.26621], [-1.85280, -2.81344, 2.38694], [-2.57633, 2.91787, 3.84824], [-1.28766, 3.53415, 3.91776], [-0.24772, 2.83644, 3.84634], [-1.27747, 4.99076, 4.14142], [-1.99054, 5.49022, 5.24549], [-1.90323, 6.87220, 5.53449], [-1.19197, 7.72391, 4.68451], [-0.52400, 7.20956, 3.55839], [-0.56760, 5.83620, 3.28988], [-3.76575, 3.50986, 4.17651], [-4.84522, 2.83261, 4.12007], [-3.83063, 4.74113, 4.51249], [-2.66787, 1.89808, 3.53022], [-2.32227, 4.81305, 6.03060], [-2.41944, 7.25011, 6.42166], [-1.16066, 8.79997, 4.88757], [0.03418, 7.86801, 2.88943], [-0.09187, 5.40100, 2.40386]]}



It is found that the total energy values, taken in the order of the records, are -63535.2111, -71496.2646, -46406.6947 eV.